[1]
The following is a quantum chemistry calculation of a cluster of 2 separate species, C6H14N2O2 in total at a distorted geometry, from the Open Molecules 2025 dataset.

Geometry as ORCA input:
```
! wB97M-V def2-TZVPD RIJCOSX def2/J DEFGRID3
* xyz 0 1
C -2.90 1.23 0.14
N -1.89 2.09 0.69
C -0.66 1.62 1.03
C 0.23 2.47 1.89
O -0.26 0.56 0.56
H -3.54 1.80 -0.54
H -2.45 0.49 -0.52
H -3.55 0.75 0.83
H -2.21 2.97 1.07
H 1.04 2.97 1.37
H 0.72 1.76 2.55
H -0.38 3.25 2.32
C 0.79 -3.29 0.09
N 0.97 -1.96 -0.42
C 1.73 -1.74 -1.53
C 1.78 -0.33 -2.04
O 2.30 -2.67 -2.08
H -0.09 -3.33 0.75
H 0.66 -4.00 -0.71
H 1.58 -3.59 0.78
H 0.71 -1.15 0.13
H 1.17 -0.14 -2.92
H 1.39 0.35 -1.28
H 2.84 -0.11 -2.17
*
```

The calculation puts the maximum force at 0.0347 hartree/bohr. Its LUMO energy is 0.54 eV. The calculation puts the relative energy (zero: lowest compared OMol25 entry of this formula, charge and spin) at 14.5 kcal/mol. As for the SMILES: CNC(C)=O.CNC(C)=O. The value obtained for the orbital gap is 9.385 eV.

=====

[2]
The following is a quantum chemistry calculation of a cluster of 10 separate species, C18H56O19 in total at a distorted geometry, from the Open Molecules 2025 dataset.

Geometry as ORCA input:
```
! wB97M-V def2-TZVPD RIJCOSX def2/J DEFGRID3
* xyz 0 1
O -24.03 -16.16 -2.64
C -25.10 -15.89 -3.48
C -24.68 -16.53 -4.87
O -25.86 -16.81 -5.52
H -24.32 -15.93 -1.74
H -26.05 -16.36 -3.03
H -25.43 -14.83 -3.70
H -23.96 -17.33 -4.81
H -24.28 -15.70 -5.46
H -26.38 -16.06 -5.40
O -24.74 -12.39 -7.63
C -25.39 -12.80 -6.44
C -26.53 -13.81 -6.90
O -27.39 -14.24 -5.85
H -25.20 -11.61 -7.93
H -24.72 -13.24 -5.68
H -25.79 -11.89 -6.03
H -26.05 -14.74 -7.33
H -27.06 -13.25 -7.74
H -28.31 -13.97 -6.01
O -20.06 -14.75 -7.67
C -21.37 -15.12 -8.10
C -22.45 -14.46 -7.20
O -23.70 -14.69 -7.86
H -19.39 -14.85 -8.40
H -21.45 -15.02 -9.15
H -21.52 -16.18 -8.03
H -22.29 -13.47 -7.06
H -22.51 -14.81 -6.16
H -24.24 -13.90 -7.92
O -22.19 -19.67 -5.18
C -22.67 -20.03 -6.49
C -21.70 -19.54 -7.48
O -20.42 -20.25 -7.42
H -22.91 -19.67 -4.51
H -22.86 -21.05 -6.48
H -23.62 -19.81 -6.65
H -21.57 -18.43 -7.31
H -21.96 -19.79 -8.52
H -20.72 -21.17 -7.55
O -25.87 -14.74 -9.92
C -25.70 -13.70 -10.85
C -24.23 -13.54 -11.16
O -23.78 -14.74 -11.75
H -25.42 -15.53 -10.23
H -26.39 -13.84 -11.66
H -26.07 -12.73 -10.41
H -23.58 -13.23 -10.40
H -24.06 -12.76 -11.94
H -22.83 -14.76 -11.53
O -26.29 -19.56 -6.01
C -26.83 -19.94 -4.69
C -26.52 -21.40 -4.54
O -26.71 -21.78 -3.19
H -26.28 -18.63 -5.86
H -26.17 -19.43 -4.00
H -27.89 -19.67 -4.57
H -25.51 -21.64 -4.87
H -27.14 -22.06 -5.19
H -25.87 -22.09 -2.86
O -24.44 -19.80 -9.23
C -25.73 -20.26 -9.59
C -25.96 -19.36 -10.79
O -26.10 -18.08 -10.28
H -24.51 -18.93 -8.84
H -25.68 -21.19 -10.10
H -26.48 -20.09 -8.86
H -26.87 -19.65 -11.43
H -25.10 -19.50 -11.51
H -26.84 -18.04 -9.67
O -27.85 -17.06 -8.22
C -28.61 -17.37 -7.14
C -30.08 -16.79 -7.17
O -30.70 -16.87 -5.93
H -28.15 -16.13 -8.53
H -28.77 -18.38 -7.03
H -28.21 -16.92 -6.24
H -30.68 -17.30 -7.88
H -30.08 -15.75 -7.45
H -30.28 -16.13 -5.45
O -22.25 -19.09 -10.84
C -22.49 -17.67 -10.98
C -21.27 -17.18 -11.64
O -21.22 -15.81 -11.80
H -23.05 -19.37 -10.34
H -23.44 -17.57 -11.56
H -22.74 -17.22 -9.97
H -21.17 -17.60 -12.60
H -20.30 -17.43 -11.22
H -20.35 -15.60 -11.45
O -24.52 -17.37 -7.97
H -24.11 -16.54 -7.77
H -25.14 -17.56 -7.25
*
```

The calculation puts the maximum force at 0.1060 hartree/bohr. Its LUMO energy is -0.30 eV. The calculation puts the relative energy (zero: lowest compared OMol25 entry of this formula, charge and spin) at 87.1 kcal/mol. As for the SMILES: OCCO.OCCO.OCCO.OCCO.OCCO.OCCO.OCCO.OCCO.OCCO.O. The value obtained for the orbital gap is 8.837 eV.

=====

[3]
The following is a quantum chemistry calculation of a cluster of 2 separate species, C3H10NO4 in total at a distorted geometry, from the Open Molecules 2025 dataset.

Geometry as ORCA input:
```
! wB97M-V def2-TZVPD RIJCOSX def2/J DEFGRID3
* xyz 1 1
O 0.22 0.91 2.40
C 0.24 0.44 1.32
O 1.18 -0.50 0.96
C -0.76 0.43 0.12
C -1.20 -0.99 -0.15
O -2.46 -0.92 -0.80
N -0.05 1.04 -1.04
H 1.67 -0.88 1.70
H -1.69 0.87 0.42
H -1.14 -1.68 0.69
H -0.53 -1.53 -0.83
H -3.05 -1.57 -0.40
H -0.75 1.19 -1.79
H 0.30 1.98 -0.95
H 0.72 0.34 -1.50
H 2.82 0.41 -1.71
H 2.24 -0.92 -1.18
O 2.07 -0.18 -1.78
*
```

The calculation puts the maximum force at 0.0568 hartree/bohr. Its LUMO energy is -3.47 eV. The calculation puts the relative energy (zero: lowest compared OMol25 entry of this formula, charge and spin) at 21.5 kcal/mol. The value obtained for the orbital gap is 11.244 eV.

=====

[4]
The following is a quantum chemistry calculation of a structure of composition C24H47InN5O6 at a distorted geometry, from the Open Molecules 2025 dataset.

Geometry as ORCA input:
```
! wB97M-V def2-TZVPD RIJCOSX def2/J DEFGRID3
* xyz -1 1
C 0.59 -8.41 -0.79
C -0.97 -8.24 -1.34
N -1.74 -7.19 -0.58
In -1.81 -5.30 -1.58
C -0.09 -4.91 -3.00
O 0.10 -3.49 -3.37
C -0.49 -2.57 -2.38
C 0.24 -2.10 -0.97
O -1.71 -2.01 -2.61
C -3.83 -4.95 -2.58
C -4.97 -5.24 -1.40
C -6.39 -5.91 -1.84
C -7.51 -6.19 -0.64
C -7.26 -5.87 0.95
C -5.82 -5.20 1.38
C -4.68 -4.87 0.19
H 0.68 -8.25 0.37
H 0.91 -9.53 -1.03
H 1.31 -7.67 -1.35
H -1.50 -9.28 -1.10
H -1.05 -8.09 -2.50
H -1.42 -7.09 0.41
H -1.70 -4.03 -0.26
H -0.26 -5.49 -4.02
H 0.91 -5.34 -2.56
H 1.37 -1.80 -1.14
H -0.29 -1.10 -0.60
H 0.16 -2.89 -0.11
H -3.87 -3.86 -3.01
H -3.92 -5.70 -3.48
H -6.68 -6.18 -2.95
H -8.55 -6.68 -0.94
H -8.06 -6.07 1.78
H -5.55 -4.92 2.50
H -3.69 -4.36 0.59
C 4.37 0.55 0.00
C 4.15 -0.77 -0.69
O 3.20 -1.49 -0.41
N 5.04 -1.16 -1.64
C 6.21 -0.45 -2.11
H 3.58 0.72 0.73
H 5.33 0.55 0.52
H 4.34 1.36 -0.74
H 4.82 -2.06 -2.05
H 6.10 -0.28 -3.18
H 7.08 -1.09 -1.93
H 6.36 0.50 -1.60
C 0.46 3.17 1.47
C 1.83 3.66 1.12
O 2.79 3.53 1.88
N 2.01 4.27 -0.09
C 1.02 4.52 -1.12
H 0.48 2.71 2.46
H -0.24 4.01 1.49
H 0.13 2.42 0.74
H 2.96 4.57 -0.26
H 1.35 4.02 -2.03
H 0.98 5.60 -1.29
H 0.03 4.16 -0.84
C -4.34 5.05 0.81
C -2.97 5.54 0.45
O -2.01 5.41 1.21
N -2.79 6.15 -0.75
C -3.78 6.40 -1.78
H -4.32 4.59 1.80
H -5.04 5.89 0.83
H -4.67 4.30 0.08
H -1.84 6.45 -0.92
H -3.45 5.90 -2.69
H -3.82 7.48 -1.95
H -4.77 6.04 -1.50
C 4.48 6.58 6.01
C 5.28 7.35 5.00
O 5.98 8.32 5.31
N 5.23 6.95 3.69
C 4.48 5.86 3.13
H 4.63 7.02 7.00
H 3.42 6.64 5.76
H 4.81 5.54 6.04
H 5.79 7.52 3.07
H 5.18 5.18 2.65
H 3.80 6.26 2.37
H 3.90 5.31 3.88
*
```

The calculation puts the maximum force at 0.1660 hartree/bohr. Its LUMO energy is 1.68 eV. The value obtained for the orbital gap is 5.891 eV.

=====

[5]
The following is a quantum chemistry calculation of a structure of composition C19H28BF4O2V at a distorted geometry, from the Open Molecules 2025 dataset.

Geometry as ORCA input:
```
! wB97M-V def2-TZVPD RIJCOSX def2/J DEFGRID3
* xyz 0 3
O 0.73 1.27 -1.99
C 1.60 2.25 -2.68
C 0.36 2.82 -3.40
H 2.32 1.70 -3.30
H 2.06 3.03 -2.05
C -0.44 2.09 -2.26
H 0.25 2.38 -4.40
H 0.27 3.92 -3.36
C -1.74 1.36 -2.50
H -1.63 0.44 -3.06
H -2.46 2.01 -3.02
H -2.14 1.13 -1.50
C -0.68 2.96 -1.04
H 0.25 3.17 -0.50
H -1.31 2.38 -0.36
H -1.19 3.90 -1.28
V -0.11 -0.56 2.80
C 0.91 1.43 3.45
C 2.01 0.51 3.46
C 2.17 -0.02 2.15
H 2.65 0.31 4.32
C 1.16 0.56 1.31
C 0.38 1.49 2.13
H -0.37 2.17 1.78
H 0.54 1.98 4.31
H 2.95 -0.71 1.84
H 1.01 0.39 0.24
C -1.81 -1.50 3.95
C -2.17 -0.15 3.65
C -2.11 0.00 2.23
H -2.47 0.59 4.38
C -1.74 -1.27 1.65
C -1.59 -2.21 2.74
H -1.30 -3.25 2.67
H -1.76 -1.92 4.95
H -2.40 0.90 1.68
H -1.71 -1.50 0.60
O 0.01 -1.42 -2.59
C -0.47 -1.24 -3.96
C 0.38 -2.02 -4.97
H -0.47 -0.18 -4.30
H -1.51 -1.62 -3.98
C 1.23 -2.96 -4.08
H 1.01 -1.35 -5.57
H -0.24 -2.56 -5.69
C 0.77 -2.65 -2.63
H 2.30 -2.75 -4.22
H 1.03 -4.01 -4.34
H 1.62 -2.52 -1.95
H 0.16 -3.52 -2.30
F 1.05 -1.78 4.97
B 0.75 -1.04 6.26
F 1.95 -0.50 6.71
F -0.16 0.00 5.91
F 0.12 -1.93 7.12
*
```

The calculation puts the maximum force at 0.0802 hartree/bohr. Its LUMO energy (alpha / beta) is -0.91 / -0.51 eV. The calculation puts the relative energy (zero: lowest compared OMol25 entry of this formula, charge and spin) at 0.0 kcal/mol. As for the expectation value of S²: 2.040. The value obtained for the orbital gap (alpha / beta) is 8.297 / 9.126 eV.

=====

[6]
The following is a quantum chemistry calculation of a structure of composition C22H22Cl6N4 at a distorted geometry, from the Open Molecules 2025 dataset.

Geometry as ORCA input:
```
! wB97M-V def2-TZVPD RIJCOSX def2/J DEFGRID3
* xyz 0 1
N 0.50 2.96 -3.98
C 0.51 3.37 -5.29
C 0.99 2.55 -6.34
C 1.64 1.32 -6.01
C 1.69 0.93 -4.60
C 1.05 1.75 -3.69
H 0.02 4.31 -5.47
H 0.90 2.89 -7.36
H 1.95 0.58 -6.74
H 2.07 -0.03 -4.29
H 1.02 1.43 -2.66
N 1.84 -1.20 -3.65
C 0.53 -1.52 -3.76
C -0.34 -1.85 -2.69
C 0.25 -1.90 -1.45
C 1.57 -1.57 -1.28
C 2.38 -1.20 -2.42
H 0.13 -1.51 -4.76
H -1.35 -2.11 -3.00
H -0.30 -2.23 -0.59
H 1.98 -1.60 -0.29
H 3.44 -1.01 -2.33
N -0.58 1.00 3.44
C 0.40 1.89 3.20
C 1.10 2.63 4.17
C 0.70 2.55 5.49
C -0.43 1.77 5.70
C -1.02 1.01 4.69
H 0.62 2.08 2.16
H 1.81 3.35 3.80
H 1.15 3.17 6.25
H -0.79 1.79 6.72
H -1.93 0.44 4.79
N 1.49 -1.68 2.20
C 0.47 -0.76 2.25
C -0.77 -0.99 2.85
C -1.06 -2.24 3.32
C 0.03 -3.17 3.44
C 1.23 -2.90 2.77
H 0.72 0.22 1.87
H -1.51 -0.21 3.00
H -2.02 -2.36 3.80
H -0.10 -4.16 3.85
H 2.03 -3.63 2.77
C -0.93 0.90 -0.41
Cl -1.53 -0.78 -0.32
Cl 0.17 1.11 -1.76
Cl -0.01 1.40 1.01
H -1.84 1.48 -0.53
C -3.92 -1.56 0.42
Cl -3.58 -2.55 1.89
Cl -5.52 -0.86 0.43
Cl -3.72 -2.53 -1.03
H -3.15 -0.78 0.39
*
```

The calculation puts the maximum force at 0.2012 hartree/bohr. Its LUMO energy is 0.19 eV. The calculation puts the relative energy (zero: lowest compared OMol25 entry of this formula, charge and spin) at 354.4 kcal/mol. The value obtained for the orbital gap is 8.719 eV.

=====

[7]
The following is a quantum chemistry calculation of the molecule C23H28ClN3O3, from the Open Molecules 2025 dataset.

Geometry as ORCA input:
```
! wB97M-V def2-TZVPD RIJCOSX def2/J DEFGRID3
* xyz 0 1
C -5.80 -4.00 1.22
C -5.65 -3.89 -0.29
C -4.50 -2.97 -0.68
O -4.83 -1.66 -0.28
C -3.95 -0.65 -0.53
C -2.72 -0.79 -1.16
C -1.92 0.32 -1.36
C -2.31 1.57 -0.92
C -1.43 2.74 -1.20
O -0.99 2.97 -2.31
N -1.17 3.57 -0.14
C -1.24 3.16 1.24
C 0.20 3.11 1.81
N 1.15 2.93 0.74
C 1.90 1.80 0.51
C 3.17 1.94 -0.07
C 3.99 0.88 -0.35
C 3.59 -0.41 -0.03
N 4.37 -1.55 -0.26
C 5.64 -1.63 -0.76
O 6.30 -0.67 -1.11
C 6.16 -3.06 -0.81
C 6.55 -3.53 0.59
C 2.33 -0.59 0.54
C 1.50 0.49 0.80
Cl -0.07 0.09 1.44
C 1.21 4.06 -0.16
C -0.21 4.63 -0.35
C -3.55 1.71 -0.30
C -4.36 0.62 -0.11
H -6.65 -4.62 1.48
H -4.90 -4.44 1.66
H -5.95 -3.01 1.65
H -5.47 -4.88 -0.72
H -6.57 -3.49 -0.72
H -4.34 -3.01 -1.77
H -3.57 -3.30 -0.18
H -2.38 -1.76 -1.50
H -0.97 0.21 -1.86
H -1.84 3.89 1.81
H -1.72 2.19 1.31
H 0.30 2.32 2.54
H 0.44 4.06 2.31
H 3.52 2.94 -0.30
H 4.96 1.04 -0.79
H 3.93 -2.42 0.00
H 7.03 -3.07 -1.46
H 5.40 -3.71 -1.23
H 5.69 -3.53 1.26
H 6.95 -4.54 0.54
H 7.31 -2.87 1.00
H 1.98 -1.58 0.78
H 1.59 3.72 -1.13
H 1.88 4.85 0.22
H -0.42 5.43 0.36
H -0.33 5.01 -1.37
H -3.88 2.69 0.02
H -5.33 0.71 0.37
*
```

The calculation puts the maximum force at 0.0121 hartree/bohr. Its LUMO energy is 0.56 eV. The calculation puts the relative energy (zero: lowest compared OMol25 entry of this formula, charge and spin) at 13.9 kcal/mol. As for the SMILES: CCCOc1ccc(C(=O)N2CCN(c3ccc(NC(=O)CC)cc3Cl)CC2)cc1. The value obtained for the orbital gap is 8.052 eV.

=====

> Among the records above, which one has the highest maximum force?

C22H22Cl6N4